1.
Molecular formula: C28H53BrN2O3
Method: DFT, the ωB97M-V functional and the def2-TZVPD basis

XYZ file:
```
87
C28H53BrN2O3 (the ωB97M-V functional and the def2-TZVPD basis)
C 5.306 -2.711 1.586
O 5.979 -1.548 1.162
C 5.293 -0.815 0.159
C 5.662 0.652 0.279
C 5.298 1.254 1.633
C 3.802 1.154 1.959
C 3.347 2.247 2.921
C 1.897 2.129 3.394
C 1.616 0.851 4.189
O 0.467 0.125 3.769
C -0.736 0.797 3.726
Br -1.241 1.583 5.465
C -1.795 -0.195 3.236
C -1.769 -1.505 4.018
C -1.071 -2.648 3.281
C -1.728 -3.011 1.941
N -1.005 -2.406 0.820
O -3.088 0.368 3.304
C -3.376 1.304 2.267
C -3.667 0.637 0.919
C -2.574 0.659 -0.171
C -1.865 1.974 -0.348
C -0.568 2.147 0.109
C 0.088 3.362 -0.037
C -0.550 4.427 -0.645
C -1.838 4.264 -1.118
C -2.486 3.049 -0.975
H 6.040 -3.364 2.054
H 4.850 -3.238 0.744
H 4.534 -2.474 2.324
H 5.592 -1.197 -0.823
H 4.213 -0.950 0.277
H 5.167 1.203 -0.527
H 6.735 0.750 0.102
H 5.605 2.303 1.652
H 5.870 0.730 2.400
H 3.236 1.249 1.026
H 3.607 0.167 2.379
H 4.024 2.291 3.779
H 3.453 3.199 2.393
H 1.673 2.985 4.034
H 1.247 2.197 2.521
H 2.436 0.145 4.077
H 1.530 1.074 5.255
H -0.668 1.657 3.064
H -1.528 -0.387 2.191
H -2.814 -1.778 4.183
H -1.328 -1.351 5.003
H -1.091 -3.526 3.926
H -0.031 -2.369 3.099
H -1.774 -4.101 1.852
H -2.757 -2.645 1.931
H -0.008 -2.518 0.933
H -1.286 -2.785 -0.073
H -2.576 2.046 2.193
H -4.261 1.839 2.607
H -3.894 -0.412 1.127
H -4.574 1.076 0.501
H -3.071 0.422 -1.117
H -1.839 -0.130 -0.016
H -0.054 1.306 0.562
H 1.103 3.466 0.325
H -0.039 5.373 -0.755
H -2.338 5.092 -1.603
H -3.493 2.934 -1.360
C -0.388 -0.220 -3.286
C -0.611 -1.218 -4.411
N -1.933 -1.816 -4.369
C -2.075 -2.982 -5.222
C -1.937 -2.792 -6.737
C -3.042 -0.877 -4.373
C -3.128 0.131 -5.525
H -0.633 -0.670 -2.322
H 0.655 0.096 -3.262
H -0.996 0.678 -3.406
H 0.113 -2.033 -4.313
H -0.390 -0.726 -5.372
H -3.045 -3.438 -5.005
H -1.324 -3.709 -4.897
H -2.794 -2.272 -7.165
H -1.873 -3.767 -7.223
H -1.035 -2.237 -6.995
H -3.011 -0.317 -3.434
H -3.965 -1.461 -4.331
H -2.175 0.636 -5.692
H -3.865 0.900 -5.283
H -3.434 -0.331 -6.462
```

E_LUMO: 0.50 eV
SMILES: COCCCCCCCO[C@H](Br)[C@@H](CCCN)OCCCc1ccccc1.CCN(CC)CC
Kohn-Sham gap: 8.7 eV
Calculated total energy: -4007.8854 hartree

2.
Molecular formula: C15H13Cl3IrN3O8S2Si
Method: DFT, the ωB97M-V functional and the def2-TZVPD basis

XYZ file:
```
46
C15H13Cl3IrN3O8S2Si (the ωB97M-V functional and the def2-TZVPD basis)
Ir 0.489 0.401 -0.035
C -2.715 -0.633 -6.001
C -2.303 -1.223 -4.678
C -3.066 -1.023 -3.532
C -2.641 -1.495 -2.301
C -1.434 -2.173 -2.207
C -0.673 -2.402 -3.342
C -1.121 -1.944 -4.571
S -0.843 -2.688 -0.602
O -1.951 -3.422 -0.023
O 0.375 -3.412 -0.882
N -0.511 -1.426 0.306
C -1.614 -0.981 1.211
C -0.956 -0.330 2.428
O -1.324 -0.540 3.579
O 0.038 0.420 2.093
H -3.625 -0.042 -5.899
H -2.890 -1.407 -6.751
H -1.929 0.029 -6.370
H -3.985 -0.452 -3.595
H -3.234 -1.329 -1.410
H 0.254 -2.948 -3.246
H -0.517 -2.113 -5.457
H -2.280 -1.793 1.481
H -2.180 -0.177 0.727
O -1.358 3.050 0.881
S -0.822 2.704 -0.409
O -1.177 3.595 -1.486
O 0.707 2.459 -0.318
O -1.217 1.247 -0.776
Cl 0.342 1.033 -3.639
Si 1.451 0.189 -2.085
Cl 3.062 1.656 -2.374
Cl 2.633 -1.516 -2.371
N 3.773 -3.852 3.494
C 3.644 -2.911 2.847
C 3.565 -1.723 2.047
C 4.728 -1.005 1.767
C 4.622 0.171 1.057
C 3.367 0.596 0.654
N 2.271 -0.141 0.850
C 2.349 -1.281 1.541
H 5.685 -1.375 2.109
H 5.490 0.764 0.809
H 3.200 1.552 0.180
H 1.423 -1.829 1.658
```

ΔE to the lowest compared entry with this formula, charge and spin: 0.000 eV
Total charge: -2
E_LUMO: 4.26 eV
Kohn-Sham gap: 7.0 eV
Calculated total energy: -3916.7114 hartree

3.
Molecular formula: C3H10NO
Method: DFT, the ωB97M-V functional and the def2-TZVPD basis

XYZ file:
```
15
C3H10NO (the ωB97M-V functional and the def2-TZVPD basis)
C 0.470 -0.745 1.549
C -0.475 0.278 0.982
C 0.030 1.334 0.220
O -0.806 2.135 -0.603
H 0.056 -1.761 1.471
H 1.432 -0.757 1.012
H 0.701 -0.541 2.600
H -1.545 0.150 1.108
H 1.091 1.556 0.146
H -0.325 2.947 -0.744
N -0.128 -0.934 -1.572
H -0.908 -0.737 -2.196
H 0.756 -0.690 -2.007
H -0.228 -0.317 -0.670
H -0.122 -1.918 -1.296
```

ΔE to the lowest compared entry with this formula, charge and spin: 2.715 eV
E_LUMO (spin up / spin down): 0.18 / 0.06 eV
Kohn-Sham gap (spin up / spin down): 3.2 / 7.1 eV
Calculated total energy: -250.1170 hartree
2S+1: 2

4.
Molecular formula: C15H43B3N6O8P2
Method: DFT, the ωB97M-V functional and the def2-TZVPD basis

XYZ file:
```
77
C15H43B3N6O8P2 (the ωB97M-V functional and the def2-TZVPD basis)
O 0.323 -0.544 1.235
C -0.188 0.119 0.353
O -0.070 -0.227 -0.967
C -0.952 1.391 0.618
C -1.944 1.761 -0.501
B -3.277 0.968 -0.379
O -4.502 1.615 -0.575
B -5.484 1.096 0.260
O -5.600 -0.287 0.227
B -4.343 -0.727 0.660
O -4.287 -1.423 1.850
O -3.253 -0.388 -0.102
H -0.516 -1.078 -1.124
H -1.462 1.390 1.577
H -0.215 2.197 0.668
H -1.453 1.646 -1.464
H -2.171 2.823 -0.408
H -6.113 1.780 0.998
H -4.074 -0.790 2.541
O -1.410 -2.578 -1.917
P -1.524 -3.999 -2.407
N -2.667 -3.773 -3.682
C -3.622 -4.749 -4.166
C -2.228 -2.869 -4.745
N -2.274 -4.682 -1.016
C -3.423 -5.566 -1.039
C -2.346 -3.823 0.154
N -1.005 -5.587 -2.918
C -0.104 -6.247 -1.933
C -0.243 -5.582 -4.192
H -3.173 -5.594 -4.708
H -4.321 -4.268 -4.853
H -4.242 -5.151 -3.371
H -1.429 -3.292 -5.368
H -1.853 -1.937 -4.320
H -3.057 -2.604 -5.401
H -4.355 -5.017 -1.222
H -3.524 -6.075 -0.076
H -3.315 -6.359 -1.778
H -3.143 -3.080 0.060
H -1.405 -3.305 0.312
H -2.530 -4.405 1.059
H 0.803 -5.662 -1.755
H 0.185 -7.232 -2.303
H -0.596 -6.405 -0.980
H 0.589 -4.873 -4.175
H -0.882 -5.343 -5.040
H 0.157 -6.575 -4.391
O 1.954 3.569 1.086
P 3.102 3.809 2.022
N 2.396 5.018 3.040
C 3.096 6.069 3.748
C 1.198 4.586 3.758
N 4.190 4.528 0.897
C 4.941 5.744 1.143
C 3.813 4.474 -0.511
N 4.432 3.439 3.093
C 5.436 2.529 2.475
C 4.015 2.759 4.344
H 3.717 5.717 4.586
H 2.374 6.775 4.164
H 3.724 6.664 3.094
H 1.410 3.861 4.555
H 0.491 4.119 3.071
H 0.685 5.436 4.209
H 4.312 6.637 1.046
H 5.756 5.835 0.419
H 5.420 5.737 2.122
H 3.043 5.215 -0.758
H 3.447 3.490 -0.784
H 4.687 4.668 -1.138
H 4.993 1.573 2.182
H 6.241 2.335 3.186
H 5.895 2.972 1.598
H 3.397 1.879 4.151
H 3.464 3.431 5.000
H 4.892 2.445 4.907
```

ΔE to the lowest compared entry with this formula, charge and spin: 0.000 eV
E_LUMO: 0.32 eV
Kohn-Sham gap: 8.8 eV
Calculated total energy: -2285.3273 hartree

5.
Molecular formula: C3H6N2S2
Method: DFT, the ωB97M-V functional and the def2-TZVPD basis

XYZ file:
```
13
C3H6N2S2 (the ωB97M-V functional and the def2-TZVPD basis)
C -0.395 1.536 0.944
C 0.191 0.411 0.187
C -0.898 -0.654 -0.090
H -1.525 1.588 0.470
H -0.227 1.490 2.158
H 0.037 2.829 0.793
H 2.373 -0.248 -1.939
H 1.403 -1.532 -1.002
H -1.430 -2.790 0.680
N 1.355 0.384 -0.401
N 1.547 -0.556 -1.424
S -0.128 -2.187 0.549
S -2.304 -0.271 -0.923
```

ΔE to the lowest compared entry with this formula, charge and spin: 4.461 eV
E_LUMO: -0.97 eV
Kohn-Sham gap: 7.9 eV
Calculated total energy: -1023.6390 hartree

6.
Molecular formula: C31H39BBr2F2N7O2SSiZr
Method: DFT, the ωB97M-V functional and the def2-TZVPD basis

XYZ file:
```
87
C31H39BBr2F2N7O2SSiZr (the ωB97M-V functional and the def2-TZVPD basis)
Zr 0.740 -0.715 0.250
N -0.816 0.876 2.008
N -0.252 1.682 3.002
C 1.070 1.634 3.222
N 1.511 2.312 4.292
S 2.153 0.770 2.267
H -1.598 1.372 1.588
H -1.137 -0.011 2.397
H -0.864 2.020 3.733
H 0.909 2.916 4.826
H 2.502 2.363 4.450
C 4.586 -1.294 0.880
C 3.729 -2.261 1.643
C 4.376 -3.296 2.370
C 3.655 -4.176 3.107
C 2.248 -4.033 3.179
C 1.379 -4.856 3.944
Br 2.076 -6.296 4.938
C 0.039 -4.617 3.977
C -0.504 -3.535 3.245
Br -2.358 -3.215 3.341
C 0.292 -2.720 2.492
O -0.152 -1.678 1.802
C 1.685 -2.985 2.444
N 2.420 -2.135 1.656
H 5.486 -1.060 1.450
H 4.059 -0.368 0.668
H 4.899 -1.728 -0.069
H 5.456 -3.365 2.325
H 4.142 -4.970 3.657
H -0.616 -5.244 4.566
C -1.291 -0.774 -0.767
Si -1.885 0.818 -1.451
C -0.282 1.600 -2.039
N 0.860 1.622 -1.067
C 2.145 1.795 -1.830
C 2.386 3.233 -2.260
C 2.629 4.135 -1.042
C 1.971 3.510 0.190
C 0.666 2.831 -0.189
C -2.870 1.820 -0.220
C -2.811 3.217 -0.158
C -3.608 3.934 0.727
C -4.499 3.266 1.558
C -4.600 1.882 1.494
C -3.794 1.171 0.610
C -2.947 0.684 -2.981
C -2.407 0.159 -4.163
C -3.171 0.018 -5.312
C -4.508 0.396 -5.301
C -5.068 0.912 -4.143
C -4.294 1.056 -2.996
H -1.173 -1.432 -1.640
H -1.995 -1.265 -0.091
H -0.416 2.589 -2.494
H 0.002 0.930 -2.855
H 2.098 1.135 -2.689
H 2.971 1.450 -1.201
H 1.520 3.579 -2.830
H 3.229 3.259 -2.953
H 2.224 5.130 -1.231
H 3.698 4.260 -0.862
H 1.759 4.262 0.953
H 2.645 2.792 0.653
H 0.064 3.555 -0.748
H 0.084 2.549 0.681
H -2.138 3.761 -0.812
H -3.543 5.015 0.759
H -5.128 3.824 2.240
H -5.310 1.358 2.122
H -3.886 0.089 0.571
H -1.368 -0.156 -4.197
H -2.729 -0.385 -6.214
H -5.109 0.288 -6.195
H -6.110 1.207 -4.132
H -4.755 1.472 -2.107
F 1.430 -0.997 -2.396
B 2.331 -1.232 -1.361
F 3.276 -2.061 -1.779
N 0.227 -5.059 -0.644
C 0.418 -3.833 -1.164
N 0.310 -3.663 -2.491
O 0.680 -2.893 -0.384
H -0.077 -5.841 -1.196
H 0.216 -5.136 0.358
H 0.230 -4.449 -3.112
H 0.590 -2.773 -2.871
```

ΔE to the lowest compared entry with this formula, charge and spin: 2.835 eV
Total charge: +1
E_LUMO: -2.28 eV
Kohn-Sham gap: 8.0 eV
Calculated total energy: -7845.9089 hartree

7.
Molecular formula: C21H36BF2N3PdS2Sb
Method: DFT, the ωB97M-V functional and the def2-TZVPD basis

XYZ file:
```
67
C21H36BF2N3PdS2Sb (the ωB97M-V functional and the def2-TZVPD basis)
Pd 0.410 -0.564 0.612
S -0.804 0.285 -1.082
C -2.015 0.814 0.054
S -1.455 0.453 1.661
C -3.179 1.415 -0.293
C -4.091 1.854 0.714
N -4.800 2.227 1.539
C -3.461 1.645 -1.674
N -3.614 1.841 -2.797
F 2.688 0.164 -1.381
B 2.395 0.537 -0.144
F 3.187 0.249 0.887
C 0.155 4.589 -1.375
C 0.646 4.262 0.048
C 1.688 5.288 0.536
C -0.529 4.145 1.030
C 1.312 2.968 -0.017
N 1.832 1.949 -0.068
H -0.359 5.549 -1.333
H -0.547 3.836 -1.734
H 0.984 4.672 -2.076
H 1.186 6.252 0.615
H 2.514 5.385 -0.167
H 2.079 5.025 1.518
H -0.999 5.127 1.082
H -0.200 3.862 2.029
H -1.267 3.424 0.685
C 4.081 -2.838 -0.229
C 2.995 -3.593 -0.991
C 3.242 -5.095 -0.877
C 2.998 -3.165 -2.457
Sb 1.056 -2.993 -0.163
C 1.040 -3.422 1.997
C -0.385 -3.594 2.512
C 1.656 -2.157 2.608
C 1.880 -4.634 2.380
C -0.564 -3.931 -1.318
C -0.263 -5.405 -1.560
C -1.878 -3.772 -0.559
C -0.649 -3.185 -2.648
H 5.054 -3.118 -0.644
H 4.102 -3.092 0.832
H 3.981 -1.760 -0.329
H 4.225 -5.311 -1.307
H 2.513 -5.688 -1.426
H 3.260 -5.440 0.156
H 3.992 -3.352 -2.875
H 2.784 -2.102 -2.579
H 2.285 -3.737 -3.053
H -1.050 -2.782 2.209
H -0.360 -3.607 3.606
H -0.821 -4.538 2.188
H 1.034 -1.244 2.450
H 2.665 -1.954 2.255
H 1.684 -2.242 3.699
H 1.501 -5.548 1.920
H 1.833 -4.772 3.465
H 2.930 -4.519 2.112
H -0.107 -5.964 -0.635
H 0.601 -5.546 -2.209
H -1.124 -5.849 -2.070
H -1.931 -4.414 0.318
H -2.693 -4.062 -1.228
H -2.065 -2.739 -0.252
H 0.280 -3.232 -3.217
H -0.923 -2.140 -2.517
H -1.428 -3.658 -3.253
```

ΔE to the lowest compared entry with this formula, charge and spin: 1.610 eV
Total charge: +1
E_LUMO: -4.90 eV
Kohn-Sham gap: 6.4 eV
Calculated total energy: -2374.9880 hartree

8.
Molecular formula: C2H4N4
Method: DFT, the ωB97M-V functional and the def2-TZVPD basis

XYZ file:
```
10
C2H4N4 (the ωB97M-V functional and the def2-TZVPD basis)
C -1.369 1.373 0.871
C 0.506 -0.063 0.145
N -2.207 0.435 1.087
N -0.690 0.821 -0.289
N -1.538 -0.327 0.043
N -0.495 -1.160 0.322
H -1.253 2.311 1.270
H 1.156 -0.357 -0.603
H 0.933 0.395 1.092
H -0.741 -2.521 -1.358
```

ΔE to the lowest compared entry with this formula, charge and spin: 9.570 eV
E_LUMO (spin up / spin down): 0.22 / -0.88 eV
Kohn-Sham gap (spin up / spin down): 9.4 / 8.6 eV
Calculated total energy: -297.2926 hartree